[1]
{
  "formula": "C55H59N9O11",
  "method": "ωB97M-V with the def2-TZVPD basis set",
  "fmax_ev_per_a": 10.79,
  "spin_multiplicity": 2,
  "gap_ev": [6.58, 2.76],
  "total_charge": 1,
  "elements": ["C", "C", "C", "C", "C", "C", "C", "O", "C", "C", "C", "C", "C", "C", "C", "O", "H", "H", "H", "H", "H", "H", "H", "H", "C", "C", "C", "C", "C", "C", "C", "O", "C", "C", "C", "C", "C", "C", "C", "O", "H", "H", "H", "H", "H", "H", "H", "H", "C", "C", "C", "C", "C", "C", "C", "O", "C", "C", "C", "C", "C", "C", "C", "O", "H", "H", "H", "H", "H", "H", "H", "H", "C", "O", "N", "N", "H", "H", "H", "H", "C", "O", "N", "N", "H", "H", "H", "H", "C", "O", "N", "N", "H", "H", "H", "H", "C", "O", "N", "N", "H", "H", "H", "H", "C", "C", "C", "C", "C", "C", "N", "O", "C", "C", "C", "H", "H", "H", "H", "H", "H", "H", "H", "H", "H", "H", "H", "H", "H", "H", "H", "H", "H", "H"],
  "positions_angstrom": [[-1.512, -3.117, -5.025], [-0.421, -3.096, -5.878], [0.805, -3.435, -5.496], [0.944, -3.893, -4.112], [-0.161, -4.095, -3.330], [-1.408, -3.727, -3.771], [0.101, -4.713, -1.938], [-0.860, -5.082, -1.230], [1.510, -4.954, -1.579], [1.712, -5.540, -0.325], [2.928, -5.412, 0.321], [3.990, -4.978, -0.465], [3.877, -4.668, -1.789], [2.616, -4.523, -2.319], [2.375, -4.004, -3.671], [3.335, -3.936, -4.514], [-2.389, -2.612, -5.402], [-0.473, -2.620, -6.845], [1.596, -3.136, -6.167], [-2.254, -3.846, -3.110], [0.947, -5.782, 0.398], [3.091, -5.775, 1.325], [4.972, -4.958, -0.015], [4.730, -4.577, -2.445], [-5.362, 0.932, 1.307], [-6.113, 1.336, 2.458], [-5.485, 2.043, 3.573], [-4.094, 2.237, 3.393], [-3.301, 1.692, 2.367], [-3.951, 1.029, 1.363], [-1.827, 1.901, 2.353], [-1.077, 1.377, 1.490], [-1.229, 2.650, 3.437], [0.157, 2.794, 3.421], [0.835, 3.454, 4.418], [0.157, 4.006, 5.414], [-1.248, 3.874, 5.447], [-1.956, 3.170, 4.492], [-3.441, 2.947, 4.527], [-4.051, 3.399, 5.458], [-5.952, 0.737, 0.424], [-7.166, 1.101, 2.498], [-6.160, 2.313, 4.372], [-3.420, 0.780, 0.457], [0.736, 2.270, 2.674], [1.872, 3.635, 4.173], [0.597, 4.482, 6.278], [-1.830, 4.257, 6.272], [-4.441, -2.690, 2.153], [-3.293, -2.624, 1.405], [-2.117, -2.089, 2.059], [-1.988, -1.782, 3.371], [-3.189, -1.816, 4.110], [-4.317, -2.397, 3.561], [-3.386, -1.066, 5.359], [-4.498, -1.040, 5.912], [-2.094, -0.463, 5.947], [-2.208, 0.384, 7.039], [-1.138, 1.138, 7.611], [0.129, 0.849, 7.013], [0.314, 0.020, 5.873], [-0.802, -0.556, 5.363], [-0.629, -1.366, 4.173], [0.456, -1.746, 3.745], [-5.331, -3.083, 1.685], [-3.270, -2.906, 0.362], [-1.154, -2.022, 1.574], [-5.217, -2.403, 4.159], [-3.188, 0.629, 7.421], [-1.197, 1.858, 8.413], [0.977, 1.454, 7.296], [1.212, -0.213, 5.320], [3.730, -1.166, 3.824], [4.380, -1.200, 4.899], [3.030, -0.197, 3.454], [3.446, -2.113, 3.101], [3.025, 0.637, 4.024], [2.734, -0.069, 2.497], [2.737, -2.015, 2.389], [3.944, -2.992, 3.115], [3.838, 0.276, -2.768], [2.934, 0.814, -2.237], [4.992, 0.155, -2.265], [3.764, -0.410, -3.894], [5.679, -0.125, -2.951], [5.203, 0.624, -1.396], [4.553, -0.957, -4.209], [2.993, -0.420, -4.547], [3.126, 2.570, 1.226], [3.187, 3.021, 2.357], [1.963, 2.550, 0.540], [4.075, 2.043, 0.491], [1.117, 2.811, 1.027], [2.059, 2.441, -0.460], [3.850, 1.438, -0.286], [5.011, 2.001, 0.867], [1.699, -1.514, 0.150], [1.599, -2.263, 1.058], [1.147, -0.375, -0.109], [2.465, -1.753, -0.792], [1.415, 0.310, -0.802], [0.312, -0.222, 0.439], [3.137, -2.493, -0.651], [2.570, -0.985, -1.440], [-0.615, 2.147, -2.177], [-1.226, 1.627, -3.526], [-2.314, 2.583, -4.037], [-1.790, 3.821, -4.776], [-0.889, 3.359, -5.918], [0.284, 2.488, -5.386], [-0.251, 1.362, -4.596], [0.696, 0.442, -4.238], [0.928, 1.880, -6.672], [1.344, 3.295, -4.596], [-2.000, 0.300, -3.200], [-1.287, 2.046, -1.325], [-0.545, 3.227, -2.310], [0.360, 1.688, -2.011], [-2.995, 2.028, -4.683], [-2.766, 3.008, -3.141], [-1.220, 4.634, -4.327], [-2.621, 4.352, -5.239], [-0.426, 4.208, -6.422], [-1.445, 2.955, -6.764], [1.249, 2.581, -7.442], [1.642, 1.082, -6.467], [0.218, 1.122, -7.003], [2.338, 2.883, -4.776], [1.549, 4.311, -4.933], [1.208, 3.263, -3.515], [-1.726, -0.147, -2.245], [-2.151, -0.570, -3.840], [-3.001, 0.604, -2.894], [1.359, 0.987, -3.808]],
  "lowdin_spin": [0.000, 0.000, 0.000, 0.000, 0.000, 0.000, 0.000, 0.000, 0.000, 0.000, 0.000, 0.000, 0.000, 0.000, 0.000, 0.000, 0.000, 0.000, 0.000, 0.000, 0.000, 0.000, 0.000, 0.000, 0.000, 0.000, 0.000, 0.000, 0.000, 0.000, 0.000, 0.000, 0.000, 0.000, 0.000, 0.000, 0.000, 0.000, 0.000, 0.000, 0.000, 0.000, 0.000, 0.000, 0.000, 0.000, 0.000, 0.000, 0.000, 0.000, 0.000, 0.000, 0.000, 0.000, 0.000, 0.000, 0.000, 0.000, 0.000, 0.000, 0.000, 0.000, 0.000, 0.000, 0.000, 0.000, 0.000, 0.000, 0.000, 0.000, 0.000, 0.000, 0.000, 0.000, 0.000, 0.000, 0.000, 0.000, 0.000, 0.000, 0.000, 0.005, 0.000, 0.000, 0.000, 0.000, 0.000, 0.000, 0.000, 0.000, 0.000, 0.000, 0.000, 0.000, 0.000, 0.000, 0.000, 0.000, 0.000, 0.000, 0.000, 0.000, 0.000, 0.000, 0.054, 0.060, 0.000, 0.000, 0.002, 0.046, 0.625, 0.101, 0.014, 0.039, 0.023, 0.004, 0.002, 0.001, 0.000, 0.000, 0.000, 0.000, 0.000, 0.000, 0.001, 0.000, 0.000, 0.002, 0.004, 0.000, 0.000, 0.000, 0.002, 0.016]
}


[2]
{
  "formula": "C55H60N7O3Rh",
  "method": "ωB97M-V with the def2-TZVPD basis set",
  "fmax_ev_per_a": 1.78,
  "spin_multiplicity": 5,
  "gap_ev": [3.70, 6.49],
  "total_charge": 2,
  "elements": ["Rh", "C", "O", "C", "N", "C", "C", "C", "C", "C", "C", "C", "C", "C", "C", "C", "C", "N", "C", "N", "C", "C", "O", "C", "C", "C", "C", "C", "C", "H", "H", "H", "H", "H", "H", "H", "H", "H", "H", "H", "H", "H", "H", "H", "H", "H", "H", "H", "C", "C", "C", "C", "C", "C", "C", "C", "C", "C", "C", "C", "N", "C", "C", "C", "C", "C", "N", "C", "C", "C", "C", "H", "H", "H", "H", "H", "H", "H", "H", "H", "H", "H", "H", "H", "H", "H", "H", "H", "H", "H", "H", "H", "H", "H", "H", "H", "H", "H", "H", "H", "C", "N", "N", "C", "O", "C", "C", "C", "C", "C", "C", "C", "C", "C", "H", "H", "H", "H", "H", "H", "H", "H", "H", "H", "H", "H"],
  "positions_angstrom": [[1.717, -0.109, -0.075], [3.167, -0.969, 4.420], [4.206, -0.981, 3.425], [3.637, -0.662, 2.263], [2.380, -0.330, 2.279], [1.946, -0.352, 3.692], [0.651, -1.066, 4.025], [0.333, -1.271, 5.368], [-0.848, -1.905, 5.720], [-1.732, -2.338, 4.739], [-1.422, -2.126, 3.405], [-0.238, -1.491, 3.052], [4.454, -0.676, 1.068], [5.832, -0.572, 1.091], [6.522, -0.507, -0.123], [5.810, -0.595, -1.326], [4.436, -0.717, -1.281], [3.759, -0.746, -0.101], [3.594, -0.733, -2.457], [2.323, -0.487, -2.422], [1.840, -0.500, -3.829], [3.100, -0.937, -4.617], [4.154, -0.967, -3.642], [0.633, -1.345, -4.155], [0.695, -2.732, -4.141], [-0.384, -3.490, -4.568], [-1.535, -2.869, -5.030], [-1.614, -1.485, -5.027], [-0.538, -0.727, -4.586], [3.510, -0.387, 5.272], [2.977, -1.997, 4.731], [1.827, 0.697, 3.998], [1.010, -0.936, 6.145], [-1.078, -2.072, 6.764], [-2.646, -2.847, 5.018], [-2.087, -2.480, 2.623], [0.017, -1.358, 2.014], [6.348, -0.526, 2.039], [7.594, -0.377, -0.135], [6.309, -0.552, -2.284], [1.588, 0.532, -4.091], [3.370, -0.235, -5.403], [3.000, -1.931, -5.050], [1.605, -3.227, -3.827], [-0.311, -4.570, -4.556], [-2.364, -3.461, -5.397], [-2.505, -0.990, -5.394], [-0.595, 0.356, -4.615], [3.217, 2.574, -0.348], [2.763, 3.409, -1.549], [2.608, 2.565, -2.816], [1.484, 4.207, -1.324], [1.559, 5.560, -1.618], [0.464, 6.395, -1.490], [-0.720, 5.879, -1.003], [-0.865, 4.534, -0.697], [-2.144, 4.136, 0.027], [-3.415, 4.561, -0.716], [-2.121, 4.732, 1.442], [0.237, 3.663, -0.918], [0.115, 2.281, -0.667], [-0.899, 1.620, -0.942], [-0.926, -1.027, -0.647], [-1.902, -1.858, -1.150], [-1.313, -3.124, -1.077], [-0.038, -2.992, -0.509], [0.185, -1.690, -0.226], [0.931, -4.103, -0.163], [2.100, -4.119, -1.165], [1.512, -3.881, 1.239], [0.222, -5.457, -0.193], [4.214, 2.172, -0.526], [2.529, 1.734, -0.197], [3.232, 3.170, 0.565], [3.552, 4.141, -1.726], [1.837, 1.814, -2.656], [3.544, 2.066, -3.072], [2.314, 3.199, -3.654], [2.498, 5.966, -1.970], [0.543, 7.449, -1.720], [-1.560, 6.544, -0.851], [-2.184, 3.056, 0.134], [-3.538, 5.643, -0.701], [-4.292, 4.126, -0.233], [-3.396, 4.238, -1.758], [-2.065, 5.819, 1.396], [-1.259, 4.366, 2.003], [-3.033, 4.461, 1.982], [-1.774, 1.854, -1.538], [-2.873, -1.609, -1.543], [-1.777, -4.044, -1.390], [2.514, -3.114, -1.279], [1.769, -4.492, -2.133], [2.885, -4.781, -0.798], [2.005, -2.910, 1.293], [2.246, -4.658, 1.457], [0.731, -3.931, 1.995], [-0.150, -5.695, -1.191], [-0.613, -5.482, 0.510], [0.929, -6.236, 0.094], [-4.574, 0.980, 3.030], [-3.230, 0.836, 2.500], [-2.989, 0.486, 1.202], [-1.651, 0.571, 1.042], [-0.988, 0.359, -0.163], [-1.058, 1.024, 2.194], [-2.081, 1.165, 3.112], [-2.040, 1.557, 4.539], [-3.989, -0.141, 0.395], [-4.441, 0.488, -0.756], [-5.458, -0.096, -1.495], [-6.027, -1.289, -1.072], [-5.566, -1.913, 0.082], [-4.542, -1.344, 0.818], [-5.294, 0.899, 2.222], [-4.684, 1.956, 3.499], [-4.782, 0.206, 3.769], [-0.001, 1.195, 2.318], [-1.041, 1.887, 4.809], [-2.304, 0.701, 5.166], [-2.742, 2.364, 4.755], [-4.026, 1.441, -1.062], [-5.817, 0.393, -2.390], [-6.837, -1.731, -1.634], [-5.999, -2.849, 0.405], [-4.168, -1.831, 1.711]],
  "lowdin_spin": [2.461, 0.004, 0.035, 0.084, 0.126, 0.010, 0.002, 0.000, 0.000, 0.000, 0.000, 0.000, 0.154, -0.005, 0.161, 0.003, 0.135, 0.386, 0.050, 0.121, 0.010, 0.004, 0.020, 0.002, 0.000, 0.000, 0.000, 0.000, 0.000, 0.001, 0.001, 0.002, 0.000, 0.000, 0.000, 0.000, 0.000, -0.003, 0.010, -0.002, 0.002, 0.001, 0.001, 0.000, 0.000, 0.000, 0.000, 0.000, 0.039, 0.004, 0.002, 0.001, 0.000, 0.001, 0.000, 0.001, 0.000, 0.000, 0.000, 0.001, 0.015, 0.004, 0.009, 0.007, 0.005, 0.012, 0.072, 0.001, 0.000, 0.001, 0.000, 0.000, 0.016, 0.001, 0.002, 0.001, 0.000, 0.000, 0.000, 0.000, 0.000, 0.000, 0.000, 0.000, 0.000, 0.000, 0.000, 0.000, 0.000, 0.001, 0.001, 0.000, 0.000, 0.000, 0.001, 0.000, 0.000, 0.000, 0.000, 0.000, 0.000, 0.000, 0.000, 0.002, 0.020, 0.001, 0.000, 0.000, 0.000, 0.000, 0.000, 0.000, 0.000, 0.000, 0.000, 0.000, 0.000, 0.001, 0.000, 0.000, 0.000, 0.000, 0.000, 0.000, 0.000, 0.000]
}


[3]
{
  "formula": "C55H65FN9O9P",
  "method": "ωB97M-V with the def2-TZVPD basis set",
  "fmax_ev_per_a": 1.15,
  "gap_ev": 9.67,
  "total_charge": 0,
  "elements": ["C", "O", "C", "C", "O", "C", "C", "O", "C", "O", "C", "C", "O", "P", "O", "O", "O", "C", "C", "O", "F", "H", "H", "H", "H", "H", "H", "H", "H", "H", "H", "H", "H", "H", "H", "H", "H", "H", "H", "H", "H", "C", "C", "C", "N", "C", "C", "H", "H", "H", "H", "H", "C", "C", "C", "N", "C", "C", "H", "H", "H", "H", "H", "C", "C", "C", "N", "C", "C", "H", "H", "H", "H", "H", "C", "C", "C", "N", "C", "C", "H", "H", "H", "H", "H", "C", "C", "C", "N", "C", "C", "H", "H", "H", "H", "H", "C", "C", "C", "N", "C", "C", "H", "H", "H", "H", "H", "C", "C", "C", "N", "C", "C", "H", "H", "H", "H", "H", "C", "C", "C", "N", "C", "C", "H", "H", "H", "H", "H", "C", "C", "C", "N", "C", "C", "H", "H", "H", "H", "H"],
  "positions_angstrom": [[-3.105, 2.676, -0.186], [-4.272, 2.761, 0.614], [-4.559, 1.637, 1.426], [-5.176, 0.510, 0.557], [-4.766, -0.787, 0.934], [-3.689, -1.293, 0.187], [-4.098, -1.794, -1.202], [-2.935, -1.800, -2.026], [-2.902, -0.681, -2.853], [-1.658, -0.679, -3.482], [-1.554, 0.394, -4.398], [-0.108, 0.784, -4.569], [0.655, -0.359, -4.903], [-2.953, -2.608, 1.236], [-2.996, -2.271, 2.671], [-1.468, -2.814, 0.696], [-3.758, -3.907, 0.838], [-3.413, 1.133, 2.307], [-2.985, 2.158, 3.301], [-3.207, 2.177, 4.457], [-2.267, 3.157, 2.748], [-3.302, 3.205, -1.118], [-2.271, 3.171, 0.309], [-2.845, 1.647, -0.444], [-5.331, 1.990, 2.110], [-4.964, 0.728, -0.493], [-6.258, 0.544, 0.671], [-2.891, -0.556, 0.037], [-4.877, -1.169, -1.646], [-4.470, -2.815, -1.170], [-3.004, 0.242, -2.251], [-3.708, -0.715, -3.604], [-2.001, 0.114, -5.358], [-2.091, 1.273, -4.022], [-0.032, 1.550, -5.347], [0.254, 1.231, -3.637], [1.588, -0.150, -4.771], [-0.896, -2.336, 1.313], [-3.896, -4.436, 1.638], [-3.791, 0.293, 2.888], [-2.559, 0.762, 1.745], [6.003, 2.518, -4.223], [5.186, 2.267, -3.132], [4.093, 1.433, -3.304], [3.780, 0.861, -4.465], [4.574, 1.110, -5.505], [5.693, 1.925, -5.436], [6.865, 3.166, -4.129], [5.391, 2.709, -2.167], [3.430, 1.212, -2.475], [4.295, 0.633, -6.438], [6.303, 2.092, -6.313], [-8.480, -3.905, -2.942], [-9.137, -3.554, -1.774], [-9.082, -2.232, -1.357], [-8.431, -1.277, -2.018], [-7.807, -1.631, -3.140], [-7.798, -2.923, -3.643], [-8.497, -4.926, -3.299], [-9.680, -4.287, -1.195], [-9.584, -1.918, -0.448], [-7.282, -0.834, -3.655], [-7.268, -3.152, -4.557], [0.079, -8.161, 1.980], [-1.066, -8.192, 2.759], [-1.824, -7.037, 2.863], [-1.520, -5.889, 2.258], [-0.415, -5.876, 1.511], [0.412, -6.977, 1.343], [0.707, -9.037, 1.875], [-1.365, -9.092, 3.279], [-2.726, -7.024, 3.467], [-0.191, -4.938, 1.020], [1.296, -6.906, 0.724], [-1.347, 5.963, 4.290], [-2.034, 6.372, 5.421], [-1.888, 7.687, 5.841], [-1.123, 8.582, 5.219], [-0.471, 8.173, 4.133], [-0.549, 6.883, 3.630], [-1.431, 4.948, 3.928], [-2.668, 5.688, 5.967], [-2.410, 8.046, 6.721], [0.144, 8.923, 3.645], [0.002, 6.606, 2.740], [3.261, 9.025, 4.395], [3.229, 8.389, 3.165], [4.269, 8.617, 2.276], [5.300, 9.415, 2.539], [5.317, 10.019, 3.726], [4.328, 9.858, 4.685], [2.466, 8.872, 5.115], [2.413, 7.729, 2.901], [4.281, 8.137, 1.303], [6.168, 10.664, 3.913], [4.394, 10.374, 5.633], [5.617, -7.863, 2.421], [4.904, -8.188, 3.562], [3.759, -8.959, 3.420], [3.304, -9.403, 2.250], [4.002, -9.079, 1.163], [5.160, -8.317, 1.193], [6.517, -7.263, 2.491], [5.230, -7.847, 4.535], [3.170, -9.235, 4.288], [3.610, -9.451, 0.222], [5.687, -8.086, 0.277], [0.084, -0.627, -9.230], [-1.014, -0.763, -10.066], [-2.150, -1.379, -9.564], [-2.246, -1.851, -8.322], [-1.181, -1.715, -7.533], [0.001, -1.110, -7.935], [0.989, -0.148, -9.584], [-0.994, -0.400, -11.084], [-3.031, -1.503, -10.184], [-1.280, -2.106, -6.526], [0.823, -1.023, -7.243], [2.582, 5.925, -0.108], [1.610, 6.747, -0.654], [1.334, 6.633, -2.009], [1.955, 5.778, -2.818], [2.889, 4.996, -2.280], [3.237, 5.029, -0.938], [2.827, 5.982, 0.945], [1.074, 7.465, -0.048], [0.579, 7.257, -2.473], [3.379, 4.313, -2.964], [4.003, 4.370, -0.553], [5.759, -3.560, 7.093], [5.331, -3.616, 5.776], [5.486, -4.807, 5.083], [6.028, -5.902, 5.611], [6.435, -5.833, 6.878], [6.323, -4.693, 7.658], [5.654, -2.650, 7.669], [4.884, -2.758, 5.295], [5.159, -4.894, 4.052], [6.872, -6.739, 7.283], [6.669, -4.695, 8.682]],
  "mulliken_charge": [-0.503, -0.488, 0.032, -0.589, -0.505, 1.272, -0.834, -0.314, 0.107, -0.305, -0.534, -0.434, -0.509, 0.621, -0.719, -0.501, -0.545, 0.013, -0.049, -0.521, -0.176, 0.291, 0.237, 0.071, 0.567, 0.223, 0.332, -0.197, 0.241, 0.444, -0.031, 0.257, 0.271, 0.393, 0.320, 0.362, 0.298, 0.329, 0.331, 0.579, 0.164, -0.171, -0.601, -0.171, -0.299, -0.215, -0.548, 0.406, 0.421, 0.409, 0.373, 0.372, -0.230, -0.363, -0.212, -0.532, -0.273, -0.336, 0.390, 0.371, 0.369, 0.441, 0.378, -0.054, -0.702, -0.212, -0.225, -0.019, -0.734, 0.458, 0.364, 0.362, 0.391, 0.380, -0.327, -0.406, -0.297, -0.600, -0.332, -0.332, 0.535, 0.411, 0.351, 0.571, 0.427, -0.387, 0.081, -0.346, -0.546, -0.284, -0.339, 0.440, 0.192, 0.464, 0.349, 0.380, -0.219, -0.210, -0.307, -0.470, -0.286, -0.432, 0.422, 0.424, 0.362, 0.370, 0.374, -0.380, -0.300, -0.229, -0.572, -0.390, -0.199, 0.371, 0.355, 0.349, 0.576, 0.420, -0.212, -0.352, -0.413, -0.561, -0.053, -0.471, 0.542, 0.396, 0.393, 0.406, 0.319, -0.125, -0.697, -0.010, -0.276, -0.130, -0.546, 0.371, 0.345, 0.346, 0.356, 0.348]
}